1.
C4H10NO | ωB97M-V/def2-TZVPD

Geometry as XYZ:
```
16
Properties=species:S:1:pos:R:3:forces:R:3:nbo_charge:R:1
C 0.5931 -0.3821 0.3414 0.8 -4.9 -0.1 -0.071
C -0.3493 0.4371 -0.4242 -0.1 -0.5 -2.3 0.388
C 0.1159 -2.2257 0.8994 -0.7 3.4 -3.5 -0.557
C 0.3129 1.4253 -1.3534 0.6 -1.3 -1.3 -0.672
N -0.1532 0.6368 1.0196 -0.7 0.6 2.0 -0.575
O -1.6107 0.0249 -0.7426 0.0 -0.7 0.3 -0.679
H 1.6494 -0.0707 0.1751 -0.8 -1.0 0.2 0.239
H -1.0424 -2.3088 0.9578 2.3 0.4 0.7 0.259
H 0.8850 -2.5772 1.5407 -0.1 0.1 1.5 0.243
H 0.3733 -2.7220 -0.0337 -0.2 0.1 -0.3 0.232
H 1.4362 1.3974 -1.2687 -1.3 0.9 0.4 0.252
H -0.2797 2.2892 -1.2444 0.3 2.0 0.2 0.238
H 0.1780 1.1751 -2.4468 -0.2 -0.4 1.3 0.275
H -0.7746 0.0608 1.5939 -0.5 1.3 0.3 0.464
H 0.3050 1.4547 1.3984 -0.1 0.1 0.4 0.445
H -2.1503 0.6148 -1.2986 0.7 0.1 0.3 0.518
```
Positions in Å, forces in eV/Å.

Properties
Total charge: +1
Highest occupied orbital energy in eV: -15.422
E_LUMO in eV: -3.134
Frontier orbital gap in eV: 12.288
E in a.u.: -288.03414
Maximum force in hartree/bohr: 0.0965



2.
C4H10NO | ωB97M-V/def2-TZVPD

Geometry as XYZ:
```
16
Properties=species:S:1:pos:R:3:forces:R:3:nbo_charge:R:1
C -0.7458 1.1939 0.5044 1.5 4.5 1.3 -0.688
C -0.7896 0.2270 -0.5754 1.1 -1.1 -0.1 0.101
C -1.8048 -0.1253 -1.3321 -2.1 1.6 -0.9 -0.331
C 1.1893 -0.4272 -1.9020 -2.0 -2.0 2.7 0.139
N 0.5488 -0.3971 -0.7280 1.7 1.7 -1.5 -0.415
H -0.3897 2.3125 0.0903 -1.0 -2.8 1.0 0.255
H -1.6434 1.3435 1.1148 -0.2 -0.1 -0.8 0.272
H 0.0144 1.0100 1.3153 -0.4 -0.3 -1.0 0.243
H -1.9072 -0.9486 -2.0043 0.7 -0.5 -0.4 0.235
H -2.7086 0.5731 -1.4392 1.3 -1.2 0.9 0.253
H 2.0964 -0.9845 -2.0785 0.8 0.6 0.9 0.238
H 0.6471 -0.2906 -2.8073 -0.8 0.7 -0.4 0.220
H 1.0969 -0.3111 0.1881 -0.5 -1.1 -1.5 0.474
H 1.5769 -1.8659 3.3614 0.2 2.3 -1.3 0.496
H 1.1846 -0.3305 3.4428 0.6 -0.8 -0.5 0.481
O 1.6348 -0.9793 2.8496 -0.8 -1.3 1.6 -0.973
```
Positions in Å, forces in eV/Å.

Properties
Total charge: +1
Highest occupied orbital energy in eV: -14.446
E_LUMO in eV: -5.768
Frontier orbital gap in eV: 8.678
E in a.u.: -288.06387
Maximum force in hartree/bohr: 0.0956



3.
C4H10NO | ωB97M-V/def2-TZVPD

Geometry as XYZ:
```
16
Properties=species:S:1:pos:R:3:forces:R:3:nbo_charge:R:1
C 1.2243 -0.5113 -0.5645 0.2 0.6 -3.4 0.036
C -0.6794 -0.1108 0.8983 0.0 -0.2 -1.2 0.275
C 2.3579 0.2323 -0.1063 -0.5 -0.8 4.4 -0.678
C -2.4710 0.6700 -0.4481 -5.5 0.9 0.4 -0.281
N 0.4725 -1.1395 0.4087 -2.8 -1.3 2.9 -0.613
O -1.6730 -0.2888 0.0692 1.7 -2.7 0.3 -0.461
H 0.9425 -0.3125 -1.6559 -0.6 -1.1 2.0 0.255
H -0.3882 0.9202 1.0945 0.5 -0.1 0.0 0.183
H 1.9868 1.0666 0.5109 0.3 0.3 -0.2 0.238
H 3.0445 0.5986 -0.7773 1.4 0.5 -1.7 0.265
H 2.8181 -0.4153 0.6928 0.4 0.7 -0.8 0.223
H -3.0403 0.3729 -1.3763 1.1 -0.4 1.0 0.231
H -2.0588 1.5974 -0.6680 1.5 1.6 -0.1 0.198
H -3.3035 0.8197 0.3374 1.0 0.2 -1.3 0.207
H -0.0925 -2.0026 0.2715 0.1 0.7 -1.4 0.463
H 0.8601 -1.4970 1.3132 1.1 1.2 -0.9 0.458
```
Positions in Å, forces in eV/Å.

Properties
Total charge: +1
Highest occupied orbital energy (alpha / beta) in eV: -13.089 / -13.309
E_LUMO (alpha / beta) in eV: -4.801 / -4.695
Frontier orbital gap (alpha / beta) in eV: 8.288 / 8.614
E in a.u.: -287.95647
Maximum force in hartree/bohr: 0.1093



4.
C4H10NO | ωB97M-V/def2-TZVPD

Geometry as XYZ:
```
16
Properties=species:S:1:pos:R:3:forces:R:3:nbo_charge:R:1
C -0.0729 -0.8672 0.1778 4.0 -0.1 1.5 -0.127
C -0.4289 0.5303 -0.0079 -0.6 -0.2 0.0 0.410
C 2.2280 -1.1552 0.7881 -3.5 0.4 -0.9 -0.348
C -1.8411 1.0201 0.1333 0.1 0.1 0.0 -0.665
N -0.2058 -0.4486 -1.2150 -0.2 -0.3 -1.1 -0.611
O 0.5640 1.4317 0.0850 0.4 0.3 0.2 -0.660
H -0.6733 -1.6559 0.5849 -0.4 -0.1 -0.1 0.241
H 2.4429 -2.0122 0.1770 0.1 -0.1 -0.1 0.208
H 2.0649 -1.3175 1.8356 0.1 0.0 0.3 0.215
H 2.5676 -0.1863 0.4765 0.2 0.2 0.0 0.212
H -2.5617 0.2265 -0.0357 -0.1 -0.1 0.0 0.242
H -2.0402 1.8386 -0.5576 0.0 0.0 -0.1 0.240
H -1.9780 1.3891 1.1492 0.0 0.0 0.0 0.263
H 0.6569 -0.3426 -1.7458 -0.2 0.1 0.1 0.440
H -0.9833 -0.7915 -1.7790 0.1 0.1 0.2 0.432
H 0.2611 2.3406 -0.0665 -0.1 -0.2 0.0 0.508
```
Positions in Å, forces in eV/Å.

Properties
Total charge: +1
Highest occupied orbital energy in eV: -14.071
E_LUMO in eV: -4.167
Frontier orbital gap in eV: 9.904
E in a.u.: -288.02269
Maximum force in hartree/bohr: 0.0832



5.
C4H10NO2 | ωB97M-V/def2-TZVPD

Geometry as XYZ:
```
17
Properties=species:S:1:pos:R:3:forces:R:3:nbo_charge:R:1
O -0.0027 0.2030 0.8921 -0.5 0.1 -0.7 -0.274
C 0.2627 0.9546 -0.0202 2.4 0.4 1.7 0.235
C 0.0344 0.6220 -1.4078 -1.7 -1.9 -0.6 0.361
C -0.8107 -0.5178 -1.7948 -0.1 -1.5 -1.6 -0.064
C -2.2725 -0.2728 -1.2870 0.1 3.0 0.3 -0.570
O -0.4103 -1.8552 -1.4139 0.6 1.9 0.6 -0.595
N 2.5737 0.0827 3.2610 -1.3 0.9 -0.1 -1.087
H 0.9443 1.8018 0.1182 -0.4 0.4 0.4 0.183
H 0.4659 1.2313 -2.1910 -0.1 0.4 -0.1 0.246
H -0.8297 -0.5029 -2.8863 -0.1 -0.4 0.0 0.230
H -2.9441 -1.1208 -1.2409 0.6 -0.5 -0.2 0.294
H -2.2052 0.2723 -0.3475 -0.3 -0.7 0.5 0.219
H -2.6980 0.5142 -1.9139 -0.3 -0.3 -0.3 0.232
H 0.1729 -1.7152 -0.6502 -0.1 -0.9 0.1 0.484
H 2.9022 -0.8359 3.5204 0.5 0.3 0.3 0.377
H 3.1089 0.8751 3.5944 0.9 -0.6 -0.1 0.371
H 1.7082 0.2635 3.7675 -0.2 -0.6 -0.2 0.358
```
Positions in Å, forces in eV/Å.

Properties
Total charge: +1
Highest occupied orbital energy in eV: -12.942
E_LUMO in eV: -9.324
Frontier orbital gap in eV: 3.619
E in a.u.: -363.20391
Maximum force in hartree/bohr: 0.0577



6.
C4H10NO2 | ωB97M-V/def2-TZVPD

Geometry as XYZ:
```
17
Properties=species:S:1:pos:R:3:forces:R:3:nbo_charge:R:1
C -0.4008 0.4522 -1.7068 -0.4 -0.2 -0.8 -0.135
C -0.4324 0.1810 -0.2914 3.8 1.5 1.2 0.613
C -0.2318 -2.1394 0.5987 4.3 -0.2 -0.2 -0.462
C 1.4630 1.9510 0.7888 0.7 2.7 -3.8 -0.285
N -1.1045 -0.9817 0.2757 1.8 0.5 2.1 -0.526
O -1.2944 1.0746 -0.7572 0.1 1.4 1.1 -0.417
O 1.0768 0.6253 0.7872 -4.5 -2.4 -1.4 -0.529
H 0.2709 1.0353 -2.2927 1.0 0.8 0.7 0.246
H -0.9947 -0.0809 -2.4002 -0.5 -1.4 -0.5 0.203
H 0.3196 -2.4918 -0.3840 -1.1 0.9 2.1 0.255
H 0.5747 -1.9235 1.4599 -1.8 0.3 -2.3 0.289
H -0.7376 -2.9594 1.0165 -1.4 -0.9 0.1 0.249
H 1.8378 2.3112 1.7318 -0.1 -0.5 0.7 0.221
H 0.6727 2.7906 0.4576 1.3 -2.1 0.6 0.199
H 2.3535 1.9925 0.0119 -1.6 0.5 1.4 0.177
H -1.5924 -0.6255 1.1062 -0.1 -0.2 0.1 0.460
H -1.7806 -1.2116 -0.4019 -1.4 -0.7 -1.1 0.444
```
Positions in Å, forces in eV/Å.

Properties
Total charge: +1
Highest occupied orbital energy in eV: -13.901
E_LUMO in eV: -4.185
Frontier orbital gap in eV: 9.717
E in a.u.: -363.20278
Maximum force in hartree/bohr: 0.1029



7.
C4H10NO2S | ωB97M-V/def2-TZVPD

Geometry as XYZ:
```
18
Properties=species:S:1:pos:R:3:forces:R:3:nbo_charge:R:1
C -0.7745 -0.4032 2.2688 -0.2 0.2 -0.5 -0.439
N -1.1830 0.2975 1.0243 3.0 -0.5 0.4 -0.650
C -0.1369 0.0227 -0.0778 -1.4 2.7 2.3 -0.139
C 0.9769 -0.9911 0.1291 0.4 0.5 -2.8 -0.588
S 2.5434 -0.1976 0.6537 -0.2 -0.1 -0.2 -0.640
C 0.4995 1.5148 -0.3263 1.0 -2.0 -2.5 0.455
O 0.8837 1.8263 -1.4554 -0.9 -0.2 1.0 -0.632
H 0.3419 -0.4523 2.3552 -1.1 -0.1 -0.2 0.245
H -1.2654 -1.3865 2.3561 0.5 -0.1 -0.1 0.156
H -1.1489 0.1760 3.0829 -0.2 0.5 0.9 0.173
H -2.0742 -0.0009 0.7244 -0.9 -0.6 -0.3 0.341
H -0.7769 -0.2481 -0.8965 0.2 0.2 -1.0 0.186
H 0.8492 -1.5309 -0.8657 1.5 0.8 0.1 0.183
H 0.9308 -1.8882 0.6609 -1.3 -0.9 2.0 0.216
H 0.5982 2.2794 0.4475 -0.5 -0.4 0.6 0.137
H 0.5766 0.2329 -2.9942 1.6 0.7 1.6 0.491
H -0.7663 0.7625 -3.4766 2.3 -2.5 -0.4 0.462
O -0.0742 -0.0131 -3.6102 -3.9 1.8 -1.2 -0.957
```
Positions in Å, forces in eV/Å.

Properties
Total charge: -1
Highest occupied orbital energy in eV: -2.809
E_LUMO in eV: 3.672
Frontier orbital gap in eV: 6.481
E in a.u.: -761.79597
Maximum force in hartree/bohr: 0.0867



The highest E belongs to which entry? number 3